Record 1
{"formula": "C11H13ClN2O2S", "method": "wB97M-V/def2-TZVPD", "symbols": ["O", "C", "N", "C", "C", "S", "C", "C", "C", "C", "C", "Cl", "C", "N", "C", "C", "O", "H", "H", "H", "H", "H", "H", "H", "H", "H", "H", "H", "H", "H"], "positions_angstrom": [[-2.4185, 2.9561, -2.3883], [-1.3359, 2.6504, -1.8892], [-0.8444, 1.4740, -2.4091], [0.2231, 0.6643, -1.8290], [0.4851, 1.0268, -0.3193], [2.1617, 0.5106, 0.2008], [2.1277, -1.3226, -0.0987], [1.0091, -2.0746, 0.6103], [1.1046, -2.1145, 1.9958], [0.0939, -2.7711, 2.7405], [-0.9011, -3.4325, 2.0653], [-2.1665, -4.2038, 2.9714], [-0.8930, -3.3321, 0.6632], [0.0414, -2.7051, -0.0704], [0.4827, 2.5633, -0.1272], [-0.8070, 3.2230, -0.5851], [-1.7228, 3.0610, 0.4703], [-1.4969, 1.0896, -3.0846], [1.1234, 0.7984, -2.4269], [-0.0726, -0.3872, -1.9318], [-0.2719, 0.4624, 0.2877], [3.0799, -1.7714, 0.2249], [2.0276, -1.4925, -1.1725], [1.8854, -1.5989, 2.5040], [0.1244, -2.7513, 3.8124], [-1.7516, -3.7688, 0.1213], [0.5919, 2.7282, 0.9321], [1.3350, 3.0209, -0.6681], [-0.5713, 4.2989, -0.7377], [-2.6433, 3.1986, 0.1378]], "homo_lumo_gap_ev": 9.6, "smiles": "O=C1NC[C@@H](SCc2ccc(Cl)cn2)C[C@@H]1O", "fmax_ev_per_a": 3.49, "relative_energy_kcal_mol": 0.0}


Record 2
{"formula": "C5H20AgClN8O5", "method": "wB97M-V/def2-TZVPD", "symbols": ["Ag", "Cl", "C", "O", "H", "H", "H", "H", "C", "O", "N", "N", "H", "H", "H", "H", "C", "O", "N", "N", "H", "H", "H", "H", "C", "O", "N", "N", "H", "H", "H", "H", "C", "O", "N", "N", "H", "H", "H", "H"], "positions_angstrom": [[-1.3295, 1.1381, 2.2953], [0.5782, 1.1907, 0.5740], [4.3999, 1.6150, 0.8483], [3.7117, 2.1141, -0.1903], [5.1024, 2.4074, 1.1064], [3.8247, 1.5001, 1.7670], [4.9752, 0.7079, 0.6631], [2.7911, 2.0432, 0.0727], [1.9643, -0.5948, -3.4781], [1.6699, 0.4633, -3.7962], [1.8084, -0.9485, -2.2730], [2.6395, -1.5569, -4.1091], [1.4227, -0.4181, -1.5048], [1.9616, -1.9388, -2.1471], [2.8644, -1.3033, -5.0605], [3.1732, -2.1703, -3.5098], [-2.5288, -1.2580, 0.1236], [-2.3422, -0.6320, 1.1526], [-1.8650, -1.0080, -0.9257], [-3.3875, -2.2030, -0.0297], [-1.1199, -0.3275, -0.9704], [-2.0420, -1.4993, -1.7902], [-3.5177, -2.5996, -0.9494], [-4.1070, -2.2273, 0.6787], [0.1471, -1.7593, 3.3079], [-0.5159, -0.7283, 3.4458], [1.1482, -1.7832, 2.5098], [-0.1204, -2.8423, 4.0193], [1.3745, -0.9518, 1.9829], [1.7126, -2.6160, 2.4204], [0.2464, -3.7235, 3.6889], [-1.0398, -2.7513, 4.4275], [-2.7855, 2.8837, -0.1211], [-2.4813, 2.2914, 0.9525], [-2.1129, 2.7895, -1.2330], [-3.9082, 3.5705, -0.1873], [-1.2664, 2.2390, -1.2556], [-2.3563, 3.4343, -1.9713], [-4.1755, 3.7513, -1.1443], [-4.5138, 3.7017, 0.6103]], "homo_lumo_gap_ev": [9.1, 4.8], "fmax_ev_per_a": 8.68, "total_charge": 1, "multiplicity": 2, "relative_energy_kcal_mol": 66.7}


Record 3
{"formula": "C31H50O3P2SSm", "method": "wB97M-V/def2-TZVPD", "symbols": ["Sm", "C", "C", "C", "C", "C", "C", "H", "H", "H", "C", "H", "H", "H", "C", "H", "H", "H", "C", "H", "H", "H", "C", "H", "H", "H", "C", "C", "C", "C", "C", "C", "C", "C", "H", "H", "H", "H", "H", "H", "H", "H", "H", "H", "H", "H", "P", "P", "C", "C", "H", "H", "H", "H", "C", "H", "H", "H", "C", "H", "H", "H", "C", "H", "H", "H", "C", "H", "H", "H", "C", "C", "C", "C", "C", "C", "C", "S", "O", "O", "O", "H", "H", "H", "H", "H", "H", "H"], "positions_angstrom": [[-1.0360, -0.9306, -1.0045], [-2.2336, -0.8891, 1.3426], [-2.3980, 0.4233, 0.7816], [-3.4649, -1.0925, -0.6112], [-2.8698, -1.8285, 0.4605], [-3.1942, 0.2997, -0.3920], [-1.7621, -1.1166, 2.7373], [-2.1505, -0.3363, 3.4156], [-0.6637, -1.0517, 2.7720], [-2.0820, -2.1001, 3.1169], [-2.8695, -3.3183, 0.5863], [-3.1295, -3.5964, 1.6238], [-1.8964, -3.7629, 0.2941], [-3.6347, -3.7889, -0.0498], [-4.1157, -1.6925, -1.8111], [-4.8277, -2.4812, -1.5315], [-3.3981, -2.1329, -2.5355], [-4.7201, -0.9550, -2.3467], [-3.4711, 1.2961, -1.4426], [-3.4171, 2.3358, -1.0978], [-4.4399, 1.1412, -1.9533], [-2.6598, 1.1660, -2.2168], [-1.8245, 1.6710, 1.3484], [-2.4102, 2.1729, 2.1312], [-1.6548, 2.4153, 0.5533], [-0.8890, 1.4034, 1.8577], [2.5880, 0.9354, 1.9575], [2.4599, 1.6297, 3.0822], [1.7244, 2.9311, 3.1312], [2.4319, 4.0795, 2.3592], [1.7310, 4.5423, 1.1205], [1.1654, 3.7342, 0.2046], [1.1193, 2.2353, 0.2998], [2.4228, 1.4402, 0.5491], [1.6248, 3.2052, 4.1947], [3.4795, 3.7995, 2.1300], [0.6926, 2.8219, 2.7566], [3.2933, 2.0024, 0.1738], [2.7044, -0.1727, 2.0051], [2.9432, 1.2932, 4.0246], [2.3652, 0.5357, -0.0731], [0.4972, 1.9126, 1.1261], [0.6476, 4.1508, -0.6668], [0.6439, 1.8151, -0.6064], [2.4584, 4.9187, 3.0628], [1.8070, 5.6260, 0.9109], [1.9182, 1.5872, -2.9915], [-1.0186, 0.8544, -3.6643], [1.2903, 2.2467, -4.6154], [0.1541, 1.3305, -5.0842], [2.1052, 2.3153, -5.3540], [0.9254, 3.2726, -4.4488], [-0.4081, 1.8000, -5.9112], [0.5645, 0.3869, -5.4763], [-2.3454, 0.1941, -4.7804], [-3.2947, 0.0568, -4.2438], [-2.0356, -0.7993, -5.1436], [-2.5278, 0.8313, -5.6693], [-1.5805, 2.6284, -3.4036], [-1.4727, 3.2693, -4.2873], [-0.9939, 3.0758, -2.5894], [-2.6292, 2.6910, -3.0899], [3.2324, 0.4835, -3.7025], [3.3911, -0.3465, -3.0089], [4.1806, 1.0182, -3.8338], [2.9171, 0.0544, -4.6607], [2.9420, 3.0985, -2.5771], [3.7471, 3.2600, -3.3128], [3.3818, 2.9856, -1.5756], [2.3103, 4.0065, -2.5317], [1.0613, -5.7842, 5.8508], [0.9671, -5.1080, 4.5027], [2.1042, -4.5117, 3.9539], [2.0509, -3.7762, 2.7580], [0.8523, -3.6069, 2.0496], [-0.2768, -4.2631, 2.5775], [-0.2225, -4.9968, 3.7767], [1.0635, -2.6080, 0.5349], [0.6188, -1.1751, 0.7799], [2.4536, -2.6623, 0.1615], [0.0577, -3.0582, -0.4989], [1.3608, -6.8400, 5.8258], [1.8260, -5.2501, 6.4267], [0.1061, -5.7365, 6.3863], [3.0581, -4.5984, 4.4691], [2.9540, -3.3223, 2.3923], [-1.2356, -4.2117, 2.0853], [-1.1400, -5.4789, 4.1532]], "homo_lumo_gap_ev": [7.0, 7.9], "fmax_ev_per_a": 2.64, "total_charge": 1, "multiplicity": 6}


Record 4
{"formula": "C2H4N2O3", "method": "wB97M-V/def2-TZVPD", "symbols": ["N", "N", "C", "O", "C", "O", "O", "H", "H", "H", "H"], "positions_angstrom": [[1.3579, 1.0245, -0.4611], [0.2897, 0.6142, -1.1905], [-0.6754, -0.1779, -0.6499], [-1.4070, -0.8654, -1.3621], [-0.7276, -0.2969, 0.8216], [-0.5351, 0.3791, 1.8735], [-1.2439, -1.6144, 0.9832], [2.0586, 0.3438, -0.3053], [1.3119, 1.6878, 0.4124], [0.4641, 0.9122, -2.1681], [-0.8932, -2.0070, 2.0463]], "homo_lumo_gap_ev": 9.5, "smiles": "NNC(=O)C(=O)O", "fmax_ev_per_a": 7.19, "relative_energy_kcal_mol": 84.6}


Record 5
{"formula": "C3H7InNO", "method": "wB97M-V/def2-TZVPD", "symbols": ["In", "C", "C", "O", "N", "C", "H", "H", "H", "H", "H", "H", "H"], "positions_angstrom": [[-0.8197, 2.9158, -3.5441], [1.0688, 0.9176, 0.3691], [-0.1820, 0.4884, -0.3748], [-0.5650, 1.1299, -1.2909], [-0.8551, -0.5898, -0.0064], [-0.4148, -1.6089, 0.8141], [1.3438, 0.2460, 1.1823], [0.8415, 1.9197, 0.7328], [1.9037, 0.9693, -0.3298], [-1.7165, -0.7617, -0.5051], [-0.3272, -1.3449, 1.8681], [0.6400, -1.7575, 0.5831], [-0.9174, -2.5241, 0.5015]], "homo_lumo_gap_ev": [6.8, 6.3], "fmax_ev_per_a": 3.74, "total_charge": 4, "multiplicity": 2}


Record 6
{"formula": "C22H41F3NO6S2", "method": "wB97M-V/def2-TZVPD", "symbols": ["C", "C", "C", "C", "C", "C", "C", "C", "C", "C", "C", "C", "N", "C", "F", "F", "F", "C", "O", "O", "H", "H", "H", "H", "H", "H", "H", "H", "H", "H", "H", "H", "H", "H", "H", "H", "H", "H", "H", "H", "H", "H", "H", "H", "H", "C", "C", "C", "S", "O", "O", "C", "H", "H", "H", "H", "H", "H", "H", "H", "C", "C", "C", "S", "O", "O", "C", "H", "H", "H", "H", "H", "H", "H", "H"], "positions_angstrom": [[5.8998, 1.3592, -0.6801], [5.4984, 2.8109, -1.4046], [5.6373, 4.0970, -0.3708], [4.1645, 4.5345, 0.2622], [3.5927, 5.8237, -0.6008], [2.6903, 5.3790, -1.9203], [1.2634, 4.7219, -1.3466], [0.0003, 5.7662, -1.4076], [-1.3383, 5.2847, -0.5888], [-1.8329, 3.7545, -0.9042], [-1.0487, 2.5807, -0.0713], [-1.9497, 1.2101, 0.1789], [-1.3926, -0.0199, -0.5218], [-1.8945, -0.1552, -1.9423], [-2.3004, 1.1127, -2.5905], [-0.7262, -0.6824, -2.7421], [-2.9921, -1.1311, -2.1325], [-1.7980, 0.8895, 1.8137], [-2.6389, 1.3379, 2.7489], [-0.6167, 0.0622, 2.1969], [6.0728, 0.5081, -1.4964], [5.0529, 1.0076, 0.0469], [6.9388, 1.4333, -0.1015], [4.3838, 2.8248, -1.7874], [6.2724, 2.9895, -2.2810], [6.4459, 3.9366, 0.4679], [5.9926, 5.0219, -1.0190], [4.2787, 4.9107, 1.3826], [3.4400, 3.6129, 0.2557], [2.8250, 6.3784, 0.1258], [4.4418, 6.5555, -0.9706], [3.2477, 4.6445, -2.6452], [2.3424, 6.3287, -2.5542], [1.4215, 4.2607, -0.2577], [1.0717, 3.7775, -2.0477], [-0.3003, 5.9001, -2.5443], [0.3659, 6.7749, -0.9042], [-1.2764, 5.4616, 0.5852], [-2.2213, 6.0003, -0.9539], [-1.7934, 3.6182, -2.0871], [-2.9894, 3.7067, -0.6233], [-0.6397, 3.0636, 0.9168], [-0.1268, 2.2364, -0.7360], [-3.1005, 1.3838, -0.0018], [-1.8484, -0.8316, -0.0053], [-0.3517, -3.0575, 3.2320], [-1.5307, -3.6872, 3.9722], [-1.1448, -5.1265, 4.3092], [0.6357, -5.1456, 4.4543], [1.1760, -5.9633, 3.3886], [0.9989, -5.3428, 5.8434], [0.8861, -3.4321, 4.0334], [-0.4602, -1.9726, 3.1437], [-0.2848, -3.4752, 2.2203], [-1.7200, -3.1298, 4.8976], [-2.4477, -3.6537, 3.3756], [-1.5897, -5.4518, 5.2530], [-1.4269, -5.8147, 3.5076], [1.8137, -3.3173, 3.4701], [0.9385, -2.8627, 4.9662], [-3.7992, -4.3028, -2.3136], [-3.2255, -5.4390, -3.1590], [-2.6862, -6.4979, -2.1989], [-3.6541, -6.3563, -0.7040], [-2.7861, -5.9128, 0.3665], [-4.5092, -7.5196, -0.5775], [-4.6423, -4.9733, -1.2392], [-4.3929, -3.6086, -2.9154], [-2.9816, -3.7371, -1.8510], [-4.0219, -5.8721, -3.7764], [-2.4421, -5.0840, -3.8359], [-2.7956, -7.5053, -2.6084], [-1.6395, -6.3110, -1.9439], [-4.8593, -4.3192, -0.3930], [-5.5723, -5.3688, -1.6582]], "homo_lumo_gap_ev": 7.3, "fmax_ev_per_a": 7.42, "total_charge": -1}